Density functional theory data (the ωB97M-V functional and the def2-TZVPD basis) for a 16-piece molecular cluster, C70H172N16O30 overall.

The geometry in XYZ format:
```
288
Properties=species:S:1:pos:R:3:forces:R:3
C 2.21215 1.57405 2.12422 -0.7 1.1 -0.6
O 2.79434 1.20506 3.33565 0.6 0.2 0.5
C 3.95810 0.41981 3.19448 -0.9 0.9 0.5
C 5.20466 1.21854 2.82483 0.5 0.8 -0.3
N 5.60714 2.20983 3.94085 -0.1 -1.7 0.0
H 4.99566 3.01333 3.91668 -0.7 0.6 0.2
H 5.51120 1.70034 4.80763 -1.0 0.0 0.5
C 7.01038 2.66222 4.03376 0.7 0.1 -0.5
C 7.22940 3.54536 5.25142 -0.8 1.1 -0.2
O 6.36529 4.65163 5.19090 -0.9 -0.2 0.2
C 6.63033 5.66102 4.24618 -0.2 0.9 0.0
H 1.51750 2.38526 2.34221 -0.1 -0.2 0.0
H 1.68707 0.77817 1.59604 0.0 -0.4 0.2
H 2.91894 2.03404 1.43360 0.4 0.0 -0.2
H 3.70328 -0.33374 2.44927 0.7 -0.5 0.1
H 4.07845 0.02977 4.20517 0.3 -0.7 -0.2
H 5.11502 1.84223 1.93541 -0.4 0.0 0.0
H 6.03321 0.54569 2.60376 0.2 0.0 0.5
H 7.16396 3.22389 3.11233 0.7 -0.3 0.0
H 7.60812 1.75916 4.15746 0.3 0.1 -0.6
H 8.24123 3.94059 5.34135 0.4 -0.6 -0.2
H 6.93311 3.04218 6.17181 0.3 -0.3 0.0
H 7.51612 6.24698 4.49138 0.4 -0.3 0.0
H 5.81072 6.37566 4.32113 -0.1 -0.3 -0.1
H 6.67217 5.32793 3.20916 0.0 -0.2 -0.1
C 1.62298 -2.67914 0.60591 -0.2 -0.3 -0.1
O 0.41292 -2.05749 0.19260 1.1 1.5 0.2
C -0.36844 -2.82268 -0.69106 -0.4 -2.0 1.6
C -1.27065 -2.02478 -1.57282 -0.7 1.1 -0.6
N -1.55585 -0.66226 -0.94987 -0.1 0.5 -2.6
H -2.14702 -0.75079 -0.13576 -0.7 -0.3 0.8
H -0.65568 -0.34008 -0.62431 0.3 0.5 0.4
C -2.11657 0.41407 -1.97083 1.4 0.5 1.2
C -1.87215 1.81531 -1.34086 0.6 -0.7 0.9
O -0.44452 1.97611 -1.09950 -1.1 -0.1 -0.1
C -0.21499 3.15366 -0.34972 0.7 0.7 -0.6
H 2.13779 -2.20403 1.44099 -0.4 0.8 -0.1
H 2.31237 -2.70563 -0.23798 0.1 -0.4 0.0
H 1.43454 -3.65255 1.05876 -0.1 -0.4 -0.4
H -0.95173 -3.45270 -0.01953 -0.6 -0.2 -0.1
H 0.20766 -3.56799 -1.23944 0.3 0.4 -0.6
H -2.23339 -2.51524 -1.71663 0.2 -0.2 0.0
H -0.85084 -1.87849 -2.56804 0.0 0.2 0.0
H -3.17206 0.25850 -2.19406 0.2 -0.3 0.2
H -1.48928 0.31748 -2.85699 -0.3 -0.3 -0.1
H -2.37755 1.89185 -0.37815 -0.1 -0.3 0.4
H -2.23677 2.71738 -1.83221 -0.2 -0.3 -0.9
H -0.73142 4.03076 -0.73971 -0.5 0.0 -0.4
H 0.83405 3.41020 -0.49741 0.2 -0.2 0.5
H -0.47302 3.14018 0.70921 0.1 -0.7 0.1
C 3.33293 -2.41790 -4.14112 0.7 -1.6 0.3
C 4.83600 -2.79972 -3.74608 -1.5 1.1 -0.6
N 5.06412 -4.27356 -3.36592 0.2 1.5 -0.1
C 4.68002 -5.14441 -4.57534 0.2 0.3 1.2
C 6.63285 -4.29803 -3.08886 -2.0 -1.5 0.9
C 7.12729 -5.66140 -2.49725 0.5 0.6 -1.0
C 4.14481 -4.74536 -2.15095 2.8 -1.4 -0.3
C 4.65621 -4.36448 -0.72228 -1.7 0.2 -1.6
O 4.64084 -2.97953 -0.73491 0.9 1.6 1.9
C 5.22148 -2.43849 0.49285 0.1 0.2 -0.6
H 3.03370 -1.37124 -4.19636 0.8 0.1 0.2
H 2.66176 -2.88652 -3.42137 -0.1 0.2 0.0
H 3.04301 -2.85069 -5.09858 0.1 0.0 0.0
H 5.18821 -2.13177 -2.96002 -0.2 -0.6 0.4
H 5.50875 -2.58683 -4.57685 -0.1 -0.3 -0.2
H 5.13733 -6.11270 -4.37191 -0.5 -0.1 -0.2
H 5.04541 -4.77755 -5.53451 0.2 0.4 0.3
H 3.59029 -5.12236 -4.58516 0.0 -0.5 -0.2
H 6.75026 -3.51878 -2.33581 0.2 0.0 -0.3
H 7.07136 -4.02177 -4.04777 0.0 -0.1 0.2
H 7.99843 -5.98423 -3.06735 0.3 0.3 0.2
H 6.49673 -6.53995 -2.63378 -0.6 0.4 0.2
H 7.41512 -5.53605 -1.45344 -0.1 -0.2 -0.1
H 4.32499 -5.81765 -2.22727 -0.5 -0.2 0.1
H 3.10007 -4.56050 -2.40085 0.2 0.4 0.2
H 5.60455 -4.76942 -0.36904 0.2 -0.2 -0.5
H 3.88336 -4.73294 -0.04772 -0.1 -0.3 0.3
H 4.77932 -2.72388 1.44739 -0.7 -0.5 -0.2
H 5.16377 -1.35148 0.43646 0.0 0.0 -0.3
H 6.26686 -2.73804 0.56732 0.2 0.0 -0.2
C -5.08583 2.84447 4.81868 0.8 1.9 -0.4
C -3.59219 2.94634 5.23169 -0.8 -1.1 -0.4
N -2.73526 4.00617 4.52735 -0.6 0.3 0.1
C -3.22949 5.42589 4.93627 0.6 -0.9 -0.1
C -1.28491 3.94088 5.06660 -0.3 -1.4 -1.0
C -0.61095 2.54750 4.79402 0.0 0.8 0.0
C -2.77746 3.89477 2.93753 0.7 1.2 -0.2
C -1.93345 5.00288 2.18210 -1.1 -1.7 0.0
O -2.48238 6.25983 2.40170 -0.9 0.9 0.2
C -1.97847 7.22561 1.48150 2.2 -0.7 0.2
H -5.13427 2.46416 3.79833 -0.4 -0.5 0.3
H -5.49294 3.85428 4.76718 -0.2 0.2 -0.1
H -5.72275 2.37245 5.56676 0.4 -0.6 -0.2
H -3.21506 1.95196 4.99280 0.6 0.3 -0.1
H -3.51590 3.05789 6.31328 0.3 0.5 -0.1
H -4.19940 5.66837 4.50203 0.3 -0.2 -0.2
H -2.45077 6.10506 4.58924 -0.5 0.0 0.0
H -3.28652 5.46533 6.02407 0.0 -0.2 0.0
H -1.24622 4.17327 6.13084 -0.6 0.0 0.0
H -0.83503 4.77586 4.52947 0.6 -0.4 0.1
H -1.02703 1.66020 5.27118 -0.8 0.4 0.1
H 0.38985 2.52009 5.22501 0.2 0.6 -0.3
H -0.55502 2.34032 3.72535 0.1 0.0 0.0
H -3.80264 3.95568 2.57229 -0.2 0.5 0.6
H -2.46681 2.93328 2.52871 0.4 -0.4 0.9
H -2.03554 4.74090 1.12899 -0.5 -0.2 -0.3
H -0.85806 4.86897 2.29916 0.4 0.6 0.8
H -0.92261 7.22238 1.75214 0.6 0.4 -0.5
H -2.25727 8.27513 1.57575 -1.0 -0.5 0.4
H -2.01810 6.86638 0.45316 -0.5 0.1 -0.1
C -8.87553 -1.54736 -3.11046 0.0 1.1 -0.6
C -8.06999 -0.22224 -2.94763 0.4 -0.8 -0.1
N -6.78906 -0.10789 -3.79029 0.8 -1.9 -1.2
C -5.81727 -1.34874 -3.57420 -0.1 0.9 1.2
C -7.14192 -0.32776 -5.28146 -1.6 1.8 -0.2
C -8.25899 0.66939 -5.79028 1.2 0.1 -0.8
C -6.01152 1.22103 -3.53920 0.2 -0.3 1.2
C -5.93922 1.73177 -2.02984 -0.2 -1.4 -0.4
O -5.43056 0.73787 -1.15527 0.2 -1.1 0.7
C -5.50268 0.88922 0.33134 -0.7 1.4 -1.7
H -9.34006 -1.49747 -4.09525 0.4 -0.5 -0.4
H -9.79614 -1.47248 -2.53169 0.4 -0.1 0.7
H -8.35710 -2.49259 -2.94966 -0.1 0.3 0.1
H -7.72544 -0.01658 -1.93417 -0.3 -0.2 0.0
H -8.74755 0.54394 -3.32443 0.3 0.3 0.3
H -4.88648 -1.30500 -4.13973 -0.3 0.8 -0.5
H -6.30844 -2.28571 -3.83676 -0.3 0.4 0.2
H -5.49994 -1.30756 -2.53223 -0.4 -0.2 0.1
H -7.49104 -1.34563 -5.45508 0.2 0.0 0.5
H -6.22501 -0.18964 -5.85443 0.0 0.2 0.2
H -9.32956 0.46730 -5.75647 0.2 -0.6 1.0
H -8.14632 0.76637 -6.87010 0.4 -0.2 -0.2
H -8.06508 1.68741 -5.45243 -0.2 0.0 0.3
H -6.46309 2.05661 -4.07398 -0.4 -0.3 -0.2
H -5.01640 1.07769 -3.96027 0.0 -0.3 0.0
H -6.96741 1.96502 -1.75320 0.1 0.6 0.3
H -5.26156 2.58518 -2.00592 -0.4 0.5 -0.2
H -5.49416 -0.07529 0.83904 0.4 0.1 -0.5
H -6.42295 1.42084 0.57338 -0.4 -0.2 0.0
H -4.74225 1.60337 0.64730 0.4 -0.4 0.0
C -3.69479 -2.14409 5.58344 0.7 -0.2 -0.2
C -2.79451 -2.74800 4.51717 -0.3 -0.6 0.0
N -1.24324 -2.65957 4.70706 -1.1 -0.2 -1.1
C -0.68651 -3.07157 3.27643 0.4 0.3 0.9
C -0.92773 -1.20440 4.96705 1.0 0.8 0.4
C 0.55687 -0.71811 4.77938 -0.3 -0.5 -0.1
C -0.67081 -3.49795 5.93597 0.1 1.5 -2.1
C -0.87004 -4.98696 5.81393 1.1 -1.5 -0.1
O -0.58109 -5.57659 7.07088 0.4 -0.6 0.3
C -0.66556 -7.02109 7.02821 -1.0 0.7 0.2
H -3.58125 -1.06041 5.61230 -0.2 -0.1 0.3
H -3.53666 -2.63083 6.54583 0.1 0.3 0.2
H -4.70797 -2.40686 5.27928 0.0 0.2 0.0
H -3.06976 -2.33943 3.54485 0.6 0.4 0.0
H -3.09844 -3.78757 4.39462 0.7 -0.3 0.1
H 0.36221 -2.79166 3.17671 0.2 -0.5 0.7
H -1.14512 -2.49498 2.47311 -0.7 0.1 0.5
H -0.85130 -4.13380 3.09585 -0.1 0.1 0.3
H -1.24350 -1.01851 5.99361 -0.1 0.0 0.0
H -1.55732 -0.60779 4.30692 0.0 -0.1 -0.1
H 0.74600 -0.50833 3.72661 0.1 -0.4 0.0
H 1.31580 -1.36954 5.21271 -0.1 -0.6 -0.4
H 0.86401 0.20226 5.27607 -1.0 0.3 0.2
H -0.94302 -3.02239 6.87823 -0.8 -0.2 -0.2
H 0.36002 -3.17708 5.78584 0.4 -0.9 0.4
H -0.11035 -5.34729 5.12028 0.2 0.1 -0.3
H -1.77976 -5.44613 5.42705 -0.8 0.9 0.0
H 0.07301 -7.57523 6.44894 0.5 0.6 -0.2
H -1.64165 -7.26019 6.60611 -0.2 -0.2 -0.1
H -0.65610 -7.40251 8.04925 0.1 0.3 0.0
C 6.13173 4.59312 -0.84124 -0.4 -0.6 -1.3
C 5.01785 4.86341 -1.88599 -0.1 0.0 0.8
N 4.44187 3.62716 -2.61064 1.4 -0.8 -0.8
C 5.62355 2.76238 -3.04834 0.0 0.2 -0.4
C 3.58816 2.78319 -1.69529 -1.2 -0.4 0.0
C 3.02293 1.47814 -2.31303 0.9 0.0 -1.3
C 3.74789 4.08569 -3.92279 -1.1 -0.2 1.3
C 2.44440 4.91360 -3.70733 0.6 0.5 -0.5
O 2.72605 6.20779 -3.26943 0.2 0.1 1.3
C 1.72516 6.85505 -2.43414 0.6 0.5 -1.0
H 7.05792 4.40934 -1.38576 0.3 0.5 0.5
H 5.95474 3.69026 -0.25676 -0.3 0.1 0.2
H 6.12725 5.44683 -0.16355 0.4 -0.1 -0.1
H 5.32195 5.51977 -2.70136 0.3 0.0 0.2
H 4.26185 5.39010 -1.30361 -0.7 -0.4 -0.5
H 6.24701 2.47923 -2.20027 -0.3 0.1 0.0
H 6.23916 3.29279 -3.77484 -0.1 0.3 0.2
H 5.28756 1.85762 -3.55492 -0.3 0.2 0.2
H 2.83430 3.48613 -1.34081 0.0 -0.3 0.3
H 4.21037 2.42956 -0.87316 0.1 0.7 0.1
H 2.53535 1.58111 -3.28244 -0.3 0.5 0.1
H 2.38077 0.80875 -1.74062 -0.1 0.8 0.6
H 3.87692 0.85223 -2.57198 0.1 -0.2 0.2
H 3.47263 3.20035 -4.49595 0.1 -0.2 0.2
H 4.51381 4.60591 -4.49796 -0.2 0.3 0.2
H 1.66835 4.49223 -3.06834 0.3 -0.7 0.1
H 2.01824 5.01315 -4.70562 -0.2 -0.4 -0.3
H 2.27925 7.64086 -1.92074 -0.2 0.0 0.0
H 1.19492 6.26009 -1.69051 0.4 -0.6 -0.1
H 1.00728 7.30002 -3.12316 -0.2 0.2 0.2
C -2.86833 8.71934 -2.70286 0.1 0.3 -1.4
C -3.41771 8.52892 -4.10739 -0.1 -2.0 -0.7
C -3.47601 7.00413 -4.52703 0.9 -0.4 1.1
C -2.10001 6.21629 -4.50790 -1.4 -0.3 -1.1
N -2.22383 4.84907 -5.31487 0.2 0.5 0.0
C -0.87283 4.14410 -5.28071 -1.7 -1.3 -0.6
C -0.94890 3.22087 -6.56080 2.6 0.3 2.1
C -1.68714 3.99427 -7.61589 -0.3 -1.2 0.0
C -2.37771 5.09686 -6.84323 -1.3 0.4 0.3
C -3.42469 3.96439 -4.81586 1.0 0.1 -0.6
H -2.81459 9.79519 -2.53628 -0.5 -0.1 0.7
H -1.81590 8.44508 -2.77555 0.1 -0.5 0.6
H -3.49000 8.11040 -2.04649 0.5 0.3 0.5
H -2.80996 9.03711 -4.85605 -0.1 0.3 0.0
H -4.45921 8.83776 -4.19676 0.1 0.4 0.0
H -4.00318 6.90720 -5.47613 0.5 0.1 -0.4
H -4.10008 6.44858 -3.82703 -0.1 0.3 0.3
H -1.70153 5.93011 -3.53455 -0.7 0.0 0.2
H -1.30189 6.79018 -4.97881 0.0 -0.1 -0.5
H -0.80748 3.51986 -4.38956 0.0 0.3 0.2
H -0.10580 4.91847 -5.27019 -0.1 -0.1 -0.3
H -1.28827 2.22461 -6.27728 -0.7 0.2 -0.3
H 0.10490 3.03192 -6.76553 0.1 0.0 -0.6
H -2.40661 3.29441 -8.04094 -0.2 0.2 -0.1
H -1.07300 4.29842 -8.46349 0.1 0.4 0.4
H -3.44639 5.02778 -7.04630 0.0 0.5 0.1
H -2.01440 6.09604 -7.08357 0.0 -0.1 0.3
H -3.50370 3.02561 -5.36409 0.4 0.2 -0.8
H -4.33240 4.54511 -4.97992 0.2 0.0 0.4
H -3.28879 3.57572 -3.80662 0.2 1.0 0.3
C 3.88219 -8.40185 4.70921 0.7 0.9 0.2
C 2.72172 -9.35482 4.53087 -0.3 0.3 0.1
C 1.90510 -9.26311 3.22139 0.5 -0.2 -1.1
C 1.66751 -7.89166 2.64898 -1.7 1.8 0.1
N 0.58544 -7.77051 1.52074 -1.1 -1.0 -0.4
C 0.85872 -8.69248 0.29944 -0.5 -0.2 0.3
C 0.01536 -8.15231 -0.90749 0.4 2.1 2.0
C 0.21998 -6.61012 -0.59419 0.7 -0.4 -1.0
C 0.52270 -6.35461 0.88255 -1.2 -1.2 0.8
C -0.87979 -8.09882 2.11500 1.2 -0.7 -1.0
H 4.57310 -8.39333 3.86619 0.2 -0.1 0.0
H 4.43077 -8.61440 5.62681 0.3 -0.8 -0.2
H 3.67827 -7.36183 4.96389 -0.8 0.2 -0.7
H 2.10637 -9.19391 5.41605 -0.4 -0.4 -0.1
H 3.15639 -10.35389 4.56281 -0.4 -0.2 0.1
H 0.98305 -9.84355 3.18956 -0.1 0.0 0.6
H 2.51171 -9.70997 2.43371 0.2 -0.6 0.0
H 2.60159 -7.42700 2.33326 -0.1 -0.1 -0.5
H 1.24186 -7.14956 3.32442 0.3 -0.2 0.6
H 0.68851 -9.73075 0.58427 -0.3 0.1 0.1
H 1.94214 -8.60184 0.22148 0.0 0.1 -0.8
H -1.06195 -8.31545 -0.87762 0.1 -0.6 0.5
H 0.30896 -8.32390 -1.94309 0.5 -0.4 0.4
H -0.59241 -6.04774 -1.05446 0.2 0.2 0.3
H 1.16254 -6.38898 -1.09498 -0.1 0.4 -0.5
H -0.30516 -5.90056 1.42715 0.1 0.5 -0.2
H 1.45270 -5.81981 1.07538 0.0 -0.2 0.0
H -1.00710 -7.75086 3.14009 0.4 0.1 -0.3
H -1.01096 -9.17562 2.00819 0.4 -0.1 0.5
H -1.69503 -7.71857 1.49946 0.6 0.7 -0.2
N -0.31751 -5.03813 -4.19219 -2.9 1.5 0.9
O -1.02225 -3.97538 -4.18309 0.0 -1.1 0.6
O 0.78576 -4.92706 -4.69201 2.6 -1.0 -0.5
O -0.77093 -6.10866 -3.69649 0.9 0.8 -0.4
N -3.43730 -5.85231 1.92087 0.9 1.0 -0.8
O -4.50540 -6.29461 1.65038 -3.1 -1.6 -0.1
O -2.90865 -6.03312 3.02359 1.0 -0.1 1.8
O -2.84588 -5.19252 1.05314 1.7 1.0 -0.8
N 2.73908 4.94755 1.86426 -2.6 -1.1 1.0
O 3.77873 4.89555 2.41377 5.4 -0.4 4.2
O 1.67759 4.76849 2.46047 -1.6 0.1 0.9
O 2.77162 5.08388 0.68978 -1.0 0.9 -6.3
N -4.33345 5.18001 -0.91389 -1.4 1.7 -0.7
O -4.54824 4.33989 -0.08362 1.6 -3.8 2.3
O -5.25369 5.95828 -1.07634 -1.0 2.4 -1.5
O -3.28601 5.28963 -1.58622 1.2 -0.6 -0.2
N 3.10576 -4.43060 4.26533 -1.9 0.6 -1.7
O 3.33616 -3.69086 3.32886 0.9 2.6 -3.7
O 3.85310 -4.49039 5.15251 3.9 -0.8 4.8
O 2.05100 -5.03227 4.25777 -3.0 -2.2 0.1
N -2.88415 -0.23183 2.01399 -0.3 0.4 0.5
O -3.64868 0.30166 2.77892 -2.2 1.2 2.1
O -3.23148 -1.16673 1.32984 -1.0 -2.4 -2.0
O -1.74790 0.17232 1.94023 3.7 1.3 -0.4
N -2.33853 -0.19476 -5.92318 0.6 0.3 0.7
O -2.06896 -0.04289 -7.08901 1.7 -0.8 -2.2
O -3.31265 0.50576 -5.55540 -1.5 0.3 2.4
O -1.65957 -0.90736 -5.13435 -1.0 0.8 -0.5
```
Positions in Å, forces in eV/Å.

Properties
* Kohn-Sham gap: 0.213 Eh
* spin multiplicity: 1
* total charge: +2
* M: 1718.23 g mol⁻¹
* HOMO: -9.83 eV
* maximum force: 6.884 eV/A

Here are the Löwdin charges for atoms 1 to 2, given in e:
1. C -0.100
2. O -0.182